(1)
An isolated ion of composition C6H12N3 and charge +1. Source: OMol25; level of theory: wB97M-V/def2-TZVPD.

The geometry in XYZ format:
```
21
Properties=species:S:1:pos:R:3:forces:R:3
N -1.83117 0.02229 -1.34156 0.289 -2.652 -1.946
C -1.55498 0.17464 0.04608 -0.366 1.184 1.198
C -0.51017 1.30980 0.17636 0.633 0.628 -0.653
C 0.87594 0.85909 0.79297 -1.865 2.043 1.296
C 1.53424 -0.10484 -0.05425 1.175 2.468 1.567
N 2.64630 0.21713 -0.62624 0.937 3.503 -0.208
C 1.01553 -1.40302 -0.13019 -0.059 -1.794 -0.912
N -0.12431 -1.79412 0.20792 0.276 -2.124 -0.425
C -1.13735 -1.11700 0.82318 -2.889 1.822 -0.010
H -1.34847 -0.86475 -1.69193 -1.215 1.705 0.131
H -2.84074 -0.03936 -1.53343 0.850 -0.234 0.026
H -2.53597 0.43552 0.45486 0.471 0.400 0.643
H -0.78632 2.24329 0.75346 -0.072 -1.239 -0.684
H -0.32681 1.56147 -0.89584 -0.108 0.418 0.947
H 1.41543 1.79752 1.04533 0.204 -0.837 -0.562
H 0.53817 0.46909 1.77296 0.787 -0.326 -0.440
H 3.14923 -0.41579 -1.16805 0.807 -1.556 -1.153
H 3.09428 1.22072 -0.69060 -1.603 -2.534 0.709
H 1.62906 -2.14617 -0.59311 0.634 -0.458 -0.416
H -0.77131 -0.75960 1.78445 -0.548 -0.343 0.500
H -2.13059 -1.66588 0.86765 1.665 -0.077 0.394
```
Forces are in eV/Å.

E_HOMO	-13.06	eV
LUMO	-5.463	eV
strongest force on any atom	3.632	eV/A
SMILES string	N[C@@H]1CCC(=[NH2+])C=NC1
gap between HOMO and LUMO	7.59	eV
energy above the lowest of the compared OMol25 structures with the same formula, charge and spin	281.9	kJ/mol
spin multiplicity	1
E	-399.7737	Ha
net charge	+1

Need the Löwdin charges? In units of e they are: N 0.028; C -0.395; C -0.093; C -0.103; C -0.233; N 0.268; C -0.082; N 0.122; C -0.176; H 0.114; H 0.101; H 0.145; H 0.144; H 0.119; H 0.143; H 0.136; H 0.118; H 0.228; H 0.134; H 0.129; H 0.153

(2)
A 2-piece molecular cluster, C6H12N3 overall. Source: OMol25; level of theory: wB97M-V/def2-TZVPD.

The geometry in XYZ format:
```
21
Properties=species:S:1:pos:R:3:forces:R:3
C -0.13040 0.99059 3.03164 -0.750 2.178 -2.959
C 0.03236 0.39424 4.24459 -1.202 -0.197 0.824
C -0.17691 -0.00443 2.07079 1.358 -1.745 1.559
C 0.98822 -1.63855 -0.78337 2.451 -2.410 -1.967
C -1.30988 0.47241 -0.75956 0.063 0.191 0.394
C 1.04451 -0.24977 -0.54431 -1.478 1.314 0.380
N 0.03769 -0.92686 4.12414 1.439 0.393 -0.324
N 0.12900 -1.13177 2.79985 -0.777 -0.259 0.191
N 0.12038 0.72961 -1.14678 -0.933 -1.667 0.798
H -0.44360 1.98170 2.72408 0.554 0.225 0.728
H -0.03383 0.90370 5.17492 0.043 -0.084 0.708
H 1.74275 -2.13831 -0.14543 -0.484 0.320 -0.055
H 0.08594 -2.19229 -0.70862 -1.138 -0.106 0.134
H 1.42479 -1.90761 -1.83208 -0.774 0.502 1.217
H -1.95238 1.32067 -0.95050 0.156 0.328 -0.301
H -1.67404 -0.38178 -1.27714 -0.248 -0.742 -0.249
H -1.19158 0.32231 0.31303 -0.687 -0.283 -0.031
H 1.82512 0.20845 -0.04021 1.422 0.766 0.642
H 0.20062 -2.10232 2.61607 -0.156 -0.640 -1.027
H 0.21557 0.86905 -2.12598 0.272 -0.115 -1.421
H 0.29372 1.58683 -0.71742 0.870 2.031 0.759
```
Forces are in eV/Å.

E_HOMO (alpha / beta)	-12.97 / -12.62	eV
LUMO (alpha / beta)	-4.835 / -5.497	eV
strongest force on any atom	3.960	eV/A
gap between HOMO and LUMO (alpha / beta)	8.13 / 7.13	eV
energy above the lowest of the compared OMol25 structures with the same formula, charge and spin	685.5	kJ/mol
spin multiplicity	1
E	-399.6199	Ha
net charge	+1

Need the Löwdin charges? In units of e they are: C -0.119; C -0.158; C -0.004; C -0.086; C 0.024; C -0.089; N 0.075; N -0.046; N 0.046; H 0.096; H 0.110; H 0.111; H 0.079; H 0.144; H 0.112; H 0.098; H 0.047; H 0.105; H 0.136; H 0.174; H 0.146

(3)
An isolated ion of composition C6H12N3 and charge +1. Source: OMol25; level of theory: wB97M-V/def2-TZVPD.

The geometry in XYZ format:
```
21
Properties=species:S:1:pos:R:3:forces:R:3
C 1.74472 -0.06878 -2.77302 -0.471 0.178 0.150
C 1.39204 -0.38075 -1.48570 0.365 0.885 0.087
C -0.01403 1.48562 -2.81802 1.385 -0.637 -1.008
C -0.57281 1.26253 0.96776 -2.912 2.201 1.149
C 0.95930 -0.59422 1.22105 -0.318 -4.078 2.335
C -1.14313 -0.90085 0.16436 -2.514 -1.841 0.381
N 0.92749 0.90836 -3.26376 -0.260 -0.099 0.406
N 0.46347 0.32448 -0.90304 -0.733 1.845 -0.514
N -0.00245 0.01821 0.41537 -3.282 0.555 -1.552
H 2.61415 -0.50330 -3.21461 -0.089 0.172 -0.822
H 2.01672 -1.06564 -0.99843 0.571 -1.160 0.714
H -0.59285 2.38240 -2.86517 -0.356 0.053 0.598
H -1.25545 1.84122 0.25355 1.587 -1.171 0.342
H -1.29235 1.27573 1.88973 1.455 -1.504 -1.408
H 0.22678 1.85089 1.30740 1.171 1.059 0.006
H 1.89372 -0.19438 1.27087 2.280 2.160 -0.075
H 0.59905 -0.78858 2.24827 -0.073 0.347 -0.564
H 1.15697 -1.58411 0.79417 -0.281 -0.006 0.202
H -1.61102 -1.49573 1.01322 1.740 0.526 -0.489
H -2.06993 -0.43965 -0.15572 0.331 1.299 -0.211
H -0.90651 -1.47848 -0.71297 0.404 -0.784 0.273
```
Forces are in eV/Å.

E_HOMO	-12.13	eV
LUMO	-3.560	eV
strongest force on any atom	4.710	eV/A
gap between HOMO and LUMO	8.57	eV
energy above the lowest of the compared OMol25 structures with the same formula, charge and spin	606.6	kJ/mol
spin multiplicity	1
E	-399.6500	Ha
net charge	+1

Need the Löwdin charges? In units of e they are: C -0.097; C -0.164; C 0.203; C -0.008; C -0.030; C -0.005; N 0.066; N 0.027; N -0.389; H 0.110; H 0.114; H 0.108; H 0.130; H 0.153; H 0.081; H 0.090; H 0.143; H 0.118; H 0.143; H 0.101; H 0.104

(4)
C6H12N3 as an isolated structure. Source: OMol25; level of theory: wB97M-V/def2-TZVPD.

The geometry in XYZ format:
```
21
Properties=species:S:1:pos:R:3:forces:R:3
C 0.43434 -0.54767 0.40291 2.440 7.946 -4.349
C -0.09922 1.13184 -0.58961 1.920 -1.719 4.408
C 1.10316 -0.59521 1.67166 -2.133 -0.815 1.580
C 0.89670 -2.18943 1.85018 1.575 1.188 1.416
C -0.22910 -2.58869 0.81755 -0.107 -0.834 1.176
C -1.51227 2.06954 -2.40664 2.581 -1.319 -4.479
N -0.30104 -1.43163 -0.06063 -1.422 -3.906 0.432
N -0.77631 1.03509 -1.65542 -2.256 -3.400 -1.369
N 0.29041 2.21522 0.02324 1.666 0.743 1.884
H 2.12085 -0.45497 1.50069 1.778 0.651 -0.029
H 0.75798 0.10276 2.48179 0.017 -0.853 -0.511
H 1.97871 -2.53114 1.57091 -2.407 -0.316 0.568
H 0.65992 -2.34952 2.97001 0.249 -0.442 -2.066
H 0.00725 -3.56044 0.45320 0.381 -0.521 -1.122
H -1.20362 -2.70000 1.22833 -0.751 -0.094 0.857
H -0.77255 2.70200 -3.02935 -0.940 -0.461 1.681
H -2.01636 1.59009 -3.31721 0.289 0.249 1.772
H -2.18606 2.58718 -1.82651 -1.354 1.272 1.269
H -1.07139 -0.01121 -1.68461 0.118 2.577 -0.870
H 0.93635 2.28603 0.85182 -1.074 -1.034 -1.342
H -0.05157 3.11927 -0.16667 -0.570 1.088 -0.906
```
Forces are in eV/Å.

E_HOMO (alpha / beta)	-9.44 / -14.31	eV
LUMO (alpha / beta)	-2.616 / -7.454	eV
strongest force on any atom	9.381	eV/A
gap between HOMO and LUMO (alpha / beta)	6.82 / 6.86	eV
energy above the lowest of the compared OMol25 structures with the same formula, charge and spin	361.5	kJ/mol
spin multiplicity	3
E	-399.5718	Ha
net charge	+1

Need the Löwdin charges? In units of e they are: C -0.209; C -0.215; C -0.151; C -0.088; C -0.128; C -0.025; N 0.144; N 0.004; N 0.180; H 0.085; H 0.136; H 0.148; H 0.144; H 0.113; H 0.107; H 0.129; H 0.122; H 0.058; H 0.183; H 0.157; H 0.105

(5)
An isolated ion of composition C6H12N3O and charge +1. Source: OMol25; level of theory: wB97M-V/def2-TZVPD.

The geometry in XYZ format:
```
22
Properties=species:S:1:pos:R:3:forces:R:3
C 2.86303 -0.72876 0.62024 1.100 0.737 0.351
C 1.73285 0.26935 0.33443 0.190 -2.210 -0.059
C 1.94175 0.87166 -1.02858 2.773 3.113 -0.001
O 0.73853 -0.80434 0.17537 -1.612 -1.051 -0.643
C -0.53466 -0.64051 0.08495 0.526 -0.985 -0.877
N -1.19759 0.50819 0.27265 0.994 -1.296 0.089
C -2.53440 0.27484 0.09660 -0.783 -1.577 -0.716
N -3.34542 1.30146 0.33874 2.354 2.345 1.243
C -2.66740 -1.02248 -0.35249 0.701 0.701 0.886
N -1.38497 -1.60338 -0.27776 0.801 1.093 -0.340
H 3.50615 -0.93977 -0.24559 -0.521 0.195 0.086
H 3.50080 -0.29163 1.34545 0.872 0.181 0.890
H 2.47629 -1.67188 0.99080 0.055 0.145 0.199
H 1.30597 0.79711 1.23753 1.262 0.297 -1.139
H 2.56828 0.31916 -1.73324 -0.715 -0.816 0.357
H 2.56900 1.85470 -1.11017 -0.857 -1.428 1.219
H 1.08039 1.24338 -1.46481 -2.098 0.195 -1.040
H -0.79178 1.14957 0.90711 0.080 1.127 0.374
H -4.28084 1.22393 0.21491 -3.174 -0.230 -0.341
H -2.99664 2.14492 0.84678 -0.634 -1.380 -0.860
H -3.38595 -1.77652 -0.49074 -1.567 0.202 -0.235
H -1.16339 -2.47900 -0.76217 0.254 0.641 0.556
```
Forces are in eV/Å.

E_HOMO	-12.03	eV
LUMO	-2.781	eV
strongest force on any atom	4.169	eV/A
SMILES string	CC(C)Oc1[nH]c(N)c[nH+]1
gap between HOMO and LUMO	9.25	eV
energy above the lowest of the compared OMol25 structures with the same formula, charge and spin	248.4	kJ/mol
spin multiplicity	1
E	-475.0564	Ha
net charge	+1

Need the Löwdin charges? In units of e they are: C -0.023; C -0.294; C -0.036; O 0.018; C -0.348; N 0.227; C -0.328; N 0.173; C 0.020; N 0.169; H 0.097; H 0.076; H 0.095; H 0.167; H 0.095; H 0.140; H 0.047; H 0.165; H 0.078; H 0.152; H 0.114; H 0.196

(6)
An isolated ion of composition C6H12N3O and charge +1. Source: OMol25; level of theory: wB97M-V/def2-TZVPD.

The geometry in XYZ format:
```
22
Properties=species:S:1:pos:R:3:forces:R:3
N 3.02638 0.66311 0.57822 -1.159 -0.534 -1.847
C 1.51748 0.34660 0.52029 0.473 -0.681 -0.199
C 1.24790 -1.24343 0.07884 -0.504 0.089 0.025
O 1.46551 -1.42001 -1.38491 -0.503 2.290 1.665
C -0.31313 -1.72634 0.43529 -0.032 2.065 0.621
C -1.23822 -0.36056 0.18852 -0.597 -0.402 -3.436
C -1.59967 0.04102 -1.35998 -0.590 1.850 7.103
N -2.38395 1.33284 -1.11417 1.916 -2.466 4.165
C -2.47262 1.63648 0.38759 1.304 -1.831 -1.289
N -1.76712 0.60106 1.23705 -0.854 0.371 -8.548
H 3.53797 -0.21559 0.32040 -0.523 1.108 0.436
H 3.21772 1.31969 -0.23549 -0.152 -1.103 1.501
H 1.08722 1.10649 -0.28976 0.279 -1.803 1.889
H 1.02004 0.49680 1.58467 1.052 -0.100 -2.193
H 1.96774 -1.98899 0.64667 -1.337 1.681 -1.193
H 1.41197 -0.47984 -1.75010 0.225 -1.946 0.537
H -0.42682 -1.98021 1.57245 0.348 0.240 -2.196
H -0.62683 -2.62524 -0.25090 0.453 2.029 1.372
H -1.30922 -0.49478 -2.36729 -0.862 1.427 2.344
H -2.76204 1.89884 -1.92675 0.378 -0.557 1.886
H -2.98715 2.57799 0.86340 1.108 -2.146 -1.346
H -1.61316 0.51408 2.26598 -0.424 0.419 -1.299
```
Forces are in eV/Å.

E_HOMO	-12.69	eV
LUMO	-4.524	eV
strongest force on any atom	8.598	eV/A
SMILES string	NC[C@H](O)Cc1c[nH]c[nH+]1
gap between HOMO and LUMO	8.17	eV
energy above the lowest of the compared OMol25 structures with the same formula, charge and spin	772.9	kJ/mol
spin multiplicity	1
E	-474.8566	Ha
net charge	+1

Need the Löwdin charges? In units of e they are: N -0.033; C -0.222; C -0.301; O -0.103; C -0.069; C -0.116; C 0.065; N 0.035; C 0.043; N 0.110; H 0.074; H 0.083; H 0.127; H 0.116; H 0.165; H 0.100; H 0.125; H 0.142; H 0.155; H 0.170; H 0.162; H 0.174

(7)
An isolated ion of composition C6H12N3P2S2 and charge +1. Source: OMol25; level of theory: wB97M-V/def2-TZVPD.

The geometry in XYZ format:
```
25
Properties=species:S:1:pos:R:3:forces:R:3
C -3.13243 -1.99668 0.03385 1.898 -1.612 0.906
C -3.53491 -0.82488 0.84294 -1.152 -1.159 1.432
N -3.43120 0.30712 -0.00820 0.762 1.385 0.459
C -2.42998 1.04434 -0.25890 0.057 -0.281 0.468
S -1.13123 1.81319 -0.27290 0.633 0.884 -0.374
P 0.56210 1.68041 1.75378 0.303 -0.010 0.003
N -0.27833 0.55164 2.59685 -0.175 0.283 0.503
P -0.28780 -0.99770 2.53678 0.491 0.113 -0.953
S 1.06436 -1.18104 0.79394 0.652 1.580 -0.170
C 1.50889 0.59469 0.64738 -2.341 -1.893 2.572
N 2.44641 1.01991 -0.11765 0.075 2.265 -0.847
C 2.98491 0.23721 -1.18263 1.323 1.594 -0.679
C 4.31475 0.98111 -1.50448 -3.326 2.170 3.245
H -2.04352 -2.25182 -0.01839 -0.640 0.622 0.384
H -3.61766 -2.91053 0.33317 -0.407 -0.230 -0.152
H -3.36721 -1.66296 -0.91541 -0.763 -0.519 -2.439
H -4.58650 -0.96526 1.16866 0.487 0.443 -0.313
H -2.97194 -0.68324 1.71997 0.776 0.387 1.082
H -4.12311 0.32647 -0.68422 -1.872 0.243 -1.658
H 2.68200 2.06010 -0.18687 -0.685 -1.918 0.514
H 2.23473 0.11131 -1.97300 0.389 0.191 -0.140
H 3.21102 -0.71748 -0.77494 0.316 -0.993 0.162
H 4.79931 0.41821 -2.11761 3.413 -3.077 -4.099
H 4.27097 2.02353 -1.83816 -0.557 -0.315 -0.305
H 4.85635 1.02232 -0.57394 0.345 -0.149 0.399
```
Forces are in eV/Å.

E_HOMO (alpha / beta)	-11.14 / -11.14	eV
LUMO (alpha / beta)	-4.387 / -4.386	eV
strongest force on any atom	6.158	eV/A
SMILES string	CCNC#S#P1N=PS/C1=[NH+]\CC
gap between HOMO and LUMO (alpha / beta)	6.76 / 6.76	eV
spin multiplicity	1
E	-1878.8580	Ha
net charge	+1

Need the Löwdin charges? In units of e they are: C -0.068; C -0.239; N -0.011; C -0.602; S 0.860; P 0.702; N -0.769; P 0.639; S 0.540; C -0.871; N -0.106; C -0.225; C -0.033; H 0.082; H 0.090; H 0.057; H 0.150; H 0.059; H 0.138; H 0.188; H 0.135; H 0.084; H 0.010; H 0.097; H 0.090

(8)
C6H12N4 as an isolated structure. Source: OMol25; level of theory: wB97M-V/def2-TZVPD.

The geometry in XYZ format:
```
22
Properties=species:S:1:pos:R:3:forces:R:3
C 1.73679 -0.83639 -0.04044 -0.265 1.081 2.537
C 1.75231 0.71129 0.02946 0.659 -1.545 -1.475
C 0.49327 -1.30883 0.65401 -2.758 -2.269 0.882
C 0.57668 1.39414 -0.72670 3.213 0.765 -0.021
C -0.82299 -0.89098 0.03401 2.694 5.478 1.357
C -0.63773 1.00130 -0.01909 -3.315 -3.186 1.224
N -2.06717 -1.58834 0.26478 0.582 0.739 0.688
N -1.31480 -1.60897 -0.99142 -0.618 -1.562 -3.187
N -1.91435 1.48418 -0.26432 -2.424 3.336 -0.912
N -1.34577 1.72680 1.07506 2.119 1.161 -1.928
H 1.71774 -1.08361 -1.04799 0.188 -1.066 -1.867
H 2.54450 -1.33951 0.54272 -0.016 0.711 -0.908
H 1.83632 0.92084 1.05935 -0.560 0.945 1.296
H 2.67911 1.05829 -0.37977 0.648 0.248 -0.455
H 0.34945 -2.43502 0.62967 0.881 0.825 0.216
H 0.35412 -1.00858 1.72774 0.848 -0.114 -0.735
H 1.00641 2.45457 -0.83959 -1.834 -0.797 0.756
H 0.53121 1.11440 -1.80855 -0.099 -0.476 0.878
H -1.74025 -2.45396 0.68213 -0.504 -0.312 0.442
H -1.85848 -1.12447 -1.70053 0.009 0.371 0.301
H -2.01442 2.50412 -0.69516 0.828 -2.763 0.781
H -1.86194 1.30875 1.81462 -0.274 -1.572 0.130
```
Forces are in eV/Å.

E_HOMO	-8.98	eV
LUMO	1.061	eV
strongest force on any atom	6.254	eV/A
gap between HOMO and LUMO	10.04	eV
energy above the lowest of the compared OMol25 structures with the same formula, charge and spin	507.6	kJ/mol
spin multiplicity	1
E	-454.6358	Ha

Need the Löwdin charges? In units of e they are: C -0.181; C -0.191; C -0.176; C -0.132; C -0.441; C -0.385; N 0.088; N 0.035; N -0.015; N 0.050; H 0.089; H 0.128; H 0.097; H 0.094; H 0.126; H 0.135; H 0.142; H 0.133; H 0.080; H 0.106; H 0.149; H 0.069